Formula: C40H28ClF4NO14S
Source: OMol25
Level of theory: wB97M-V/def2-TZVPD

XYZ file:
```
89
Properties=species:S:1:pos:R:3:forces:R:3:mulliken_charge:R:1
O -3.2263 0.6079 2.2455 -1.398 -0.055 -1.230 -0.568
S -2.1591 -0.3167 2.2463 0.855 0.913 1.313 1.184
O -1.4802 -0.3807 3.4778 0.997 -0.603 0.862 -0.611
F -2.6553 -1.7625 1.9525 0.205 0.601 -0.723 -0.161
N -0.9827 0.0060 1.1018 -0.910 -0.887 -0.667 0.031
Cl -1.3563 -0.6076 -0.4696 -0.749 0.234 0.558 0.003
C -0.5993 1.4348 1.0986 0.843 0.616 1.124 -0.608
C 0.5792 1.6300 2.1223 -0.754 -0.081 -1.519 0.318
C 1.6834 2.5043 1.5946 -1.376 0.423 -0.028 0.039
F 2.6816 1.9306 0.8568 0.901 -0.617 1.429 -0.381
C 1.7667 3.8366 1.8720 0.781 -2.538 -0.401 0.508
F 2.6875 4.2903 2.6897 0.845 1.619 -1.114 -0.240
F 0.9271 4.6794 1.3458 -0.931 1.087 1.716 -0.206
H -1.4210 2.1050 1.3819 -0.079 -0.333 -0.179 0.337
H -0.2445 1.7726 0.1241 -0.222 -0.683 -0.125 0.251
H 1.0367 0.6457 2.2961 -0.004 0.202 -0.074 0.457
H 0.1791 2.0030 3.0842 0.497 -0.450 -1.019 -0.191
O -8.9788 1.0716 2.3702 -0.003 0.016 0.030 -0.541
C -8.1770 1.3626 3.2319 -0.030 -0.039 -0.088 0.277
C -6.7426 1.0103 3.1025 0.060 -0.004 0.021 -0.209
C -5.8656 1.3289 4.0505 0.054 -0.032 0.005 -0.238
C -6.2838 2.0515 5.2756 0.046 -0.005 0.021 0.314
O -5.4825 2.3447 6.1391 -0.006 0.029 -0.016 -0.538
C -7.7187 2.4046 5.4065 -0.089 0.014 0.000 -0.401
C -8.5960 2.0857 4.4587 0.006 0.047 0.090 -0.411
H -6.4536 0.4841 2.2015 -0.013 0.013 -0.009 0.458
H -4.8156 1.0790 3.9724 -0.006 0.023 -0.005 0.471
H -8.0056 2.9312 6.3079 0.042 -0.002 0.011 0.415
H -9.6468 2.3350 4.5349 -0.006 -0.021 -0.042 0.405
O 4.0608 -4.5880 -3.7347 0.002 0.037 -0.016 -0.601
C 3.2342 -3.7724 -3.3805 0.004 -0.022 0.047 0.256
C 3.3013 -3.1369 -2.0410 -0.015 0.068 0.052 -0.458
C 2.3967 -2.2388 -1.6584 0.107 0.007 0.051 -0.390
C 1.2848 -1.8386 -2.5546 -0.078 -0.009 -0.021 0.535
O 0.4633 -1.0128 -2.2084 0.760 -0.087 -0.643 -0.603
C 1.2159 -2.4762 -3.8874 -0.089 -0.093 0.016 -0.572
C 2.1209 -3.3705 -4.2712 0.017 -0.135 0.136 -0.355
H 4.1214 -3.4411 -1.4029 0.006 -0.030 -0.025 0.447
H 2.4285 -1.7616 -0.6869 -0.056 0.004 -0.001 0.556
H 0.3992 -2.1705 -4.5281 0.025 0.030 -0.008 0.487
H 2.0906 -3.8400 -5.2430 -0.034 -0.010 0.011 0.658
O 0.2715 3.4463 4.1666 -0.118 0.654 0.714 -0.517
C 0.1572 3.4348 5.3793 -0.081 0.047 0.000 0.398
C -1.1752 3.3993 6.0232 -0.059 -0.009 -0.010 -0.388
C -1.3000 3.3877 7.3476 -0.053 0.003 -0.052 -0.416
C -0.1094 3.4085 8.2327 -0.041 -0.007 0.076 0.316
O -0.2209 3.3962 9.4389 0.024 0.006 -0.019 -0.544
C 1.2251 3.4438 7.5835 0.063 0.000 -0.072 -0.457
C 1.3473 3.4550 6.2589 0.098 -0.010 0.033 -0.337
H -2.0321 3.3831 5.3612 0.014 -0.018 -0.014 0.485
H -2.2651 3.3621 7.8374 0.010 -0.014 0.017 0.471
H 2.0824 3.4592 8.2442 -0.030 -0.001 0.034 0.409
H 2.3110 3.4798 5.7656 -0.021 0.003 -0.040 0.441
O -0.0912 -4.0269 0.4118 0.041 0.030 -0.041 -0.431
C -0.5392 -5.0400 0.9056 0.018 0.074 -0.020 0.352
C -0.2428 -5.4067 2.3114 -0.003 -0.049 0.085 -0.323
C -0.7328 -6.5191 2.8521 0.058 0.083 0.017 -0.351
C -1.5976 -7.4386 2.0726 -0.038 -0.079 0.043 0.355
O -2.0453 -8.4508 2.5660 0.009 0.014 -0.011 -0.549
C -1.8940 -7.0709 0.6661 0.007 0.060 -0.083 -0.360
C -1.4037 -5.9584 0.1259 -0.057 -0.075 -0.027 -0.335
H 0.3889 -4.7233 2.8646 -0.005 0.033 -0.038 0.429
H -0.5273 -6.8043 3.8760 -0.029 -0.038 -0.007 0.406
H -2.5259 -7.7537 0.1127 -0.003 -0.027 0.042 0.401
H -1.6092 -5.6726 -0.8980 0.025 0.040 0.008 0.423
O 1.7382 -1.9867 -6.7537 0.013 -0.060 -0.222 -0.581
C 2.8057 -1.5870 -7.1751 -0.058 0.089 -0.020 0.571
C 2.9401 -0.2146 -7.7002 -0.021 0.025 -0.075 -0.416
C 4.1000 0.2436 -8.1542 0.043 -0.008 -0.201 -0.308
C 5.3157 -0.6052 -8.1577 0.024 0.002 0.002 0.345
O 6.3764 -0.1878 -8.5682 -0.014 -0.040 0.001 -0.553
C 5.1822 -1.9890 -7.6317 -0.065 -0.065 0.065 -0.524
C 4.0181 -2.4435 -7.1731 0.028 -0.041 -0.012 -0.263
H 2.0448 0.3941 -7.6874 -0.017 -0.030 0.017 0.480
H 4.2123 1.2478 -8.5365 0.061 -0.002 0.025 0.393
H 6.0782 -2.5967 -7.6395 0.017 0.030 -0.009 0.434
H 3.9033 -3.4468 -6.7818 0.014 -0.002 0.000 0.429
O 0.6012 3.5508 -2.2799 -0.008 -0.012 -0.013 -0.546
C 1.3201 3.2908 -3.2202 -0.049 -0.004 0.083 0.336
C 0.9318 3.6452 -4.6088 0.018 -0.006 -0.106 -0.429
C 1.7201 3.3565 -5.6416 -0.081 0.025 0.025 -0.359
C 3.0202 2.6707 -5.4491 0.125 -0.029 0.000 0.443
O 3.7412 2.4033 -6.3900 -0.118 0.226 0.180 -0.557
C 3.4088 2.3172 -4.0621 -0.034 -0.001 0.068 -0.480
C 2.6213 2.6050 -3.0283 0.106 -0.078 -0.001 -0.248
H -0.0205 4.1456 -4.7296 -0.006 -0.006 0.046 0.434
H 1.4530 3.6053 -6.6611 0.035 -0.005 -0.010 0.442
H 4.3608 1.8155 -3.9422 0.009 0.009 -0.046 0.485
H 2.8879 2.3547 -2.0086 -0.054 0.015 0.026 0.470
```
Positions in Å, forces in eV/Å.

Maximum force ... 0.05223 Eh/bohr
Total charge ... 0
Lowest unoccupied orbital energy ... -1.741 eV
SMILES ... O=S(=O)(F)N(Cl)CCC(F)=C(F)F.O=C1C=CC(=O)C=C1.O=C1C=CC(=O)C=C1.O=C1C=CC(=O)C=C1.O=C1C=CC(=O)C=C1.O=C1C=CC(=O)C=C1.O=C1C=CC(=O)C=C1
HOMO ... -7.9 eV